Entry from OMol25: a 14-piece molecular cluster, C34H80Cl12O24P4 overall in a non-equilibrium geometry (ωB97M-V/def2-TZVPD).

Computed properties:
- Total energy: -10037.308674 hartree
- LUMO: 0.01 eV

```
154
Properties=species:S:1:pos:R:3:forces:R:3:mulliken_charge:R:1
C -6.4827 0.7496 -1.7485 0.2 0.1 -0.3 0.061
Cl -5.5261 1.6843 -0.5877 -0.2 0.0 0.0 -0.066
Cl -7.4594 -0.5018 -0.9803 0.0 0.1 0.0 -0.157
H -7.1152 1.4401 -2.2951 -0.2 0.0 0.2 0.420
H -5.7970 0.2805 -2.4470 0.0 -0.1 0.1 -0.287
C -4.1162 -1.8747 -2.8962 -0.2 0.2 0.9 0.420
Cl -4.0443 -1.0893 -4.4721 -0.2 0.1 0.1 -0.283
Cl -3.0094 -3.2411 -2.7660 -0.4 0.0 -0.1 -0.213
H -3.8628 -1.1545 -2.1210 0.4 0.0 -0.2 -0.692
H -5.1275 -2.1902 -2.6477 0.0 -0.3 -0.5 0.689
C -0.5786 0.9669 -5.7750 -0.7 1.5 0.1 1.112
Cl -1.4305 2.3421 -5.0560 -0.2 0.1 0.1 -0.195
Cl -0.4595 1.2231 -7.5358 -0.7 0.2 -0.1 -0.194
H 0.4207 0.8683 -5.3611 -1.1 1.6 0.1 -0.213
H -1.0913 0.0302 -5.5760 -0.5 1.0 0.0 -0.330
C 1.3676 3.9680 -0.9313 -0.6 0.2 0.0 -0.424
Cl 1.2782 2.9581 -2.3851 -0.1 0.3 0.2 -0.029
Cl -0.1440 4.9275 -0.7206 0.6 -0.4 -0.1 -0.099
H 1.4715 3.3384 -0.0565 0.0 -0.1 0.0 0.030
H 2.2031 4.6510 -1.0195 -0.1 0.1 -0.1 0.483
C -1.2759 -4.0521 0.6864 0.1 0.7 0.3 0.886
Cl 0.1907 -4.3038 -0.2582 0.2 -0.4 -0.3 -0.165
Cl -1.5652 -5.3425 1.8526 0.0 0.0 -0.1 -0.152
H -1.0873 -3.1170 1.2043 -0.3 -0.1 0.3 -0.759
H -2.1290 -3.9113 0.0326 0.1 -0.3 -0.1 0.131
C 3.1474 -3.2504 2.8078 -0.1 -0.4 -0.2 -0.510
Cl 1.4972 -3.7826 3.1450 0.0 -0.5 0.2 -0.094
Cl 3.0335 -1.6045 2.2115 0.5 0.7 -0.1 -0.113
H 3.7509 -3.3201 3.7066 -0.1 0.3 0.1 0.399
H 3.6013 -3.8539 2.0267 -0.2 -0.1 0.0 0.314
C 5.1303 -2.4089 -1.2546 0.2 -0.6 -1.0 -0.172
O 5.9059 -2.0353 -0.1311 0.4 0.1 0.4 0.115
P 6.5619 -3.0359 0.9109 0.0 0.6 0.5 0.657
O 5.9301 -4.3500 1.0846 0.1 0.6 0.0 -0.716
O 8.0963 -3.0778 0.4638 -0.7 0.3 -0.1 -0.311
C 9.0092 -3.8514 1.2285 1.5 0.5 0.4 -0.758
O 6.5595 -2.1327 2.2376 -0.1 -1.2 -0.5 -0.222
C 6.9958 -0.7895 2.2759 0.5 0.8 0.2 -0.609
H 5.2699 -3.4691 -1.4776 -0.3 0.0 0.2 0.417
H 5.4780 -1.8770 -2.1435 0.1 0.2 0.3 0.053
H 4.0736 -2.1798 -1.1206 0.0 -0.1 0.4 -0.071
H 9.7370 -3.2136 1.7506 -0.5 0.4 0.0 0.288
H 9.6778 -4.3691 0.5412 -0.6 -0.6 0.0 0.265
H 8.5477 -4.4450 2.0135 -0.2 -0.4 -0.4 0.345
H 7.2099 -0.3660 1.2932 -0.4 -0.1 -0.1 0.289
H 7.9264 -0.6823 2.8412 -0.1 -0.4 0.1 0.265
H 6.2357 -0.2097 2.7991 -0.1 0.0 -0.2 0.210
C 0.1403 -3.5605 -3.6664 0.1 0.2 -0.3 -0.559
O -0.3884 -2.4540 -4.4435 -0.1 0.3 -0.4 0.262
P 0.2165 -2.0403 -5.8425 0.6 -0.5 -0.4 0.623
O 1.0403 -3.0543 -6.5146 -0.3 0.2 0.3 -0.856
O -1.0159 -1.4987 -6.7027 0.4 -0.7 0.9 -0.227
C -2.0556 -2.3726 -7.1246 0.0 -1.0 -0.8 -0.753
O 0.9978 -0.6608 -5.5221 1.2 -3.2 0.0 -0.072
C 1.8873 -0.1574 -6.5124 0.9 0.7 -0.9 -0.779
H -0.7015 -4.1295 -3.2834 0.1 0.0 -0.1 0.255
H 0.6802 -3.1282 -2.8284 0.1 -0.3 -0.1 -0.070
H 0.7669 -4.1675 -4.3166 0.1 -0.1 0.2 0.493
H -3.0193 -2.1336 -6.6803 0.2 0.3 0.1 0.198
H -1.8359 -3.4238 -6.9188 0.1 0.1 0.2 0.317
H -2.0959 -2.3036 -8.2121 -0.2 0.2 0.1 0.271
H 1.7674 -0.6895 -7.4548 0.3 -0.1 0.1 0.327
H 2.9255 -0.1168 -6.1918 0.0 -0.7 0.3 -0.112
H 1.6362 0.8861 -6.7259 0.2 -0.3 0.2 0.530
C -2.3725 1.5598 -2.0408 -0.1 0.5 1.2 -0.296
O -1.6896 0.3223 -2.2607 0.3 -0.1 0.0 0.656
P -1.2020 -0.5140 -1.0041 1.0 0.2 -0.6 0.456
O -2.2234 -1.3333 -0.3620 0.0 -0.2 0.2 -0.802
O 0.0590 -1.3255 -1.5629 -1.2 0.4 0.4 0.359
C 1.0865 -0.6191 -2.2462 0.8 -0.4 -0.9 0.515
O -0.5316 0.5896 -0.0620 -0.6 0.1 -0.6 0.325
C 0.3223 0.1402 0.9683 0.8 -0.4 0.7 -0.262
H -3.1746 1.7198 -2.7538 0.2 -0.3 -0.3 0.572
H -1.6770 2.4001 -2.0445 0.2 -0.2 -0.4 -0.106
H -2.8014 1.5583 -1.0369 -0.2 -0.1 -0.1 -0.360
H 2.0496 -0.7988 -1.7624 -0.2 0.1 0.4 -0.371
H 0.9204 0.4462 -2.3818 -0.2 -0.1 0.3 -0.250
H 1.1839 -1.0507 -3.2454 -0.2 0.1 0.2 -0.109
H 0.6484 -0.8976 0.8556 -0.1 0.0 -0.3 0.279
H -0.1457 0.1913 1.9534 -0.2 0.3 -0.1 -0.909
H 1.2186 0.7630 0.9358 -0.1 0.0 0.2 0.372
C -1.7818 -1.9173 4.1426 1.7 0.3 0.3 -0.641
O -2.9306 -2.6566 3.7821 -0.3 -0.6 0.0 -0.103
P -4.3472 -2.3431 4.3943 0.0 0.7 0.2 0.841
O -4.4109 -2.3211 5.8584 -0.3 0.1 -0.5 -0.767
O -5.2675 -3.3839 3.6171 0.9 -0.1 -0.2 -0.297
C -6.6780 -3.2428 3.6324 -0.7 0.3 0.7 -0.719
O -4.7166 -0.9218 3.7578 -0.5 0.0 0.5 -0.091
C -4.7921 -0.7169 2.3596 0.4 0.5 -0.9 0.038
H -1.8038 -1.1655 4.9356 -1.2 0.1 -0.1 0.453
H -1.3845 -1.4433 3.2457 -0.1 0.1 -0.1 -0.032
H -0.9840 -2.5541 4.5331 -0.3 -0.6 -0.3 0.269
H -7.1376 -4.2275 3.5793 0.2 -0.1 -0.1 0.273
H -7.0596 -2.6282 2.8143 0.3 0.0 -0.1 0.220
H -6.9873 -2.7785 4.5739 -0.1 -0.1 -0.1 0.350
H -5.6184 -0.0584 2.0806 -0.3 -0.3 0.5 0.299
H -4.8563 -1.6383 1.7796 0.0 -0.1 0.2 0.461
H -3.9207 -0.1572 2.0156 0.3 -0.3 0.1 -0.544
O -1.9090 2.2573 3.9178 0.1 0.3 0.4 -0.521
C -2.7515 2.6328 3.1422 0.0 -0.8 -0.6 -0.391
O -3.8379 3.3409 3.4477 -0.1 0.5 0.1 -0.206
C -4.1437 3.4739 4.8399 -0.8 -1.0 0.9 -0.134
C -5.2620 2.5122 5.2062 -0.2 -0.7 0.5 -1.081
C -2.6932 2.2052 1.7004 -0.1 0.6 -0.3 1.279
H -4.5273 4.4568 5.1046 0.6 0.4 -0.6 0.348
H -3.2809 3.1797 5.4335 0.2 0.5 -0.1 0.180
H -6.0744 2.4735 4.4799 0.1 0.2 -0.1 0.265
H -5.6875 2.7894 6.1747 0.0 0.2 -0.1 0.462
H -4.9170 1.4875 5.3698 0.2 0.0 -0.4 0.119
H -2.1479 2.9447 1.1063 0.3 -0.1 0.2 0.527
H -3.6574 2.1289 1.1970 0.0 -0.1 0.4 -0.139
H -2.1601 1.2623 1.7131 0.0 0.0 -0.3 -0.785
O 2.7063 -0.5106 6.6317 -0.4 0.3 -1.0 -0.578
C 1.5056 -0.6636 6.6099 0.9 -0.6 2.0 0.739
O 0.6290 -0.1234 5.7742 -0.2 0.2 -0.7 -0.175
C 1.1526 0.7534 4.7718 0.7 0.0 -1.2 0.973
C 1.2716 2.1797 5.2251 0.0 0.7 0.4 -1.516
C 0.8230 -1.4621 7.7015 -0.8 0.0 -0.9 -1.094
H 0.5489 0.7124 3.8660 -0.8 -0.2 0.6 -0.498
H 2.0969 0.3597 4.3851 0.2 0.0 0.6 0.160
H 2.1819 2.3846 5.7897 0.0 -0.2 0.0 0.432
H 0.4246 2.4845 5.8423 -0.1 -0.2 0.0 0.307
H 1.2469 2.8628 4.3737 0.1 -0.2 -0.1 0.376
H 0.5244 -2.4377 7.3078 0.0 0.0 0.0 0.259
H -0.1055 -0.9382 7.9338 0.1 -0.1 0.4 0.302
H 1.4706 -1.6200 8.5536 0.1 0.2 0.0 0.329
O 5.0606 1.9234 -5.0740 0.3 -0.5 -0.3 -0.614
C 5.1733 1.1814 -4.1333 -0.6 0.9 0.7 0.588
O 5.9892 0.1348 -4.0274 0.2 -0.2 0.2 -0.169
C 6.8414 -0.2238 -5.0988 0.8 -0.3 -1.2 -0.277
C 8.0119 -1.0595 -4.6275 0.0 -0.9 -0.3 -1.180
C 4.4231 1.3993 -2.8303 0.6 -0.7 -0.5 -0.226
H 7.2294 0.6170 -5.6790 -0.3 0.4 0.4 0.378
H 6.3041 -0.8216 -5.8409 -0.4 0.0 0.3 0.279
H 7.7093 -1.8758 -3.9679 -0.1 0.3 0.3 0.248
H 8.8727 -0.5364 -4.2181 -0.2 0.2 0.2 0.304
H 8.3608 -1.6014 -5.5126 0.2 0.2 0.0 0.401
H 3.7141 2.2031 -2.9907 0.1 0.0 0.3 0.102
H 5.1732 1.5780 -2.0582 -0.1 0.4 0.0 0.402
H 3.9563 0.4593 -2.5285 -0.3 0.1 -0.1 -0.205
O -3.6660 7.0964 -0.9915 0.2 0.7 0.2 -0.591
C -3.7524 5.9191 -0.8126 -0.1 -0.9 -0.2 0.518
O -3.7928 5.3204 0.3868 0.2 -0.7 0.1 -0.173
C -3.5957 6.0993 1.5574 -0.7 0.8 0.9 -0.293
C -2.1355 6.2377 1.9278 0.1 0.1 0.5 -0.768
C -3.8927 4.9057 -1.9264 -0.2 0.4 0.0 -0.273
H -4.1777 5.6344 2.3562 0.2 -0.4 -0.2 0.161
H -4.0941 7.0660 1.4411 0.4 0.1 -0.3 0.492
H -1.5687 6.5025 1.0386 0.2 0.0 0.1 0.240
H -1.7170 5.3675 2.4393 -0.1 -0.4 -0.6 0.072
H -1.9702 6.9957 2.6983 -0.3 0.4 -0.3 0.384
H -3.0904 4.1708 -1.9706 0.2 0.3 0.1 -0.248
H -3.9311 5.5155 -2.8256 0.0 -0.4 -0.2 0.385
H -4.8073 4.3275 -1.7911 -0.1 0.2 0.0 0.183
```
Positions in Å, forces in eV/Å.